25
Properties=species:S:1:pos:R:3:forces:R:3 method="wB97M-V/def2-TZVPD" mol_weight_g_mol=261.0 charge=+3 multiplicity=1 homo_energy_ev=-20.817 lumo_energy_ev=-17.5736 de_lowest_ev=0.924
N 0.17485 0.95661 -2.56378 -0.1 0.2 0.3
H 2.60455 2.00401 -2.53826 -0.1 -0.1 -0.1
O -0.71840 -1.69689 1.16802 0.4 0.5 0.0
C 1.04368 0.17507 2.31378 -0.5 0.0 -0.3
H -0.90727 -0.76682 -2.98241 0.0 -0.1 0.5
H -1.83373 0.54772 -2.10375 0.0 -0.1 0.1
C 2.54543 1.14145 -1.87582 0.0 0.3 0.4
C -1.04300 0.30188 -2.83892 -0.2 0.0 -1.0
H 2.74902 1.48913 -0.85634 0.1 0.0 -0.1
H 1.39788 -0.58089 1.62225 0.0 0.0 0.0
H 1.58646 0.08075 3.28776 -0.1 0.2 0.0
H -0.84756 0.78209 3.05768 0.3 0.0 0.2
O 1.07721 -0.64372 -1.26169 -0.4 0.8 -0.4
In 0.43907 -3.61634 -0.86258 0.1 -0.4 -0.1
H -2.55574 -0.90565 3.61308 -0.1 0.0 0.0
H 0.23381 1.94463 -2.82628 0.1 -0.1 -0.1
N -0.34548 0.05436 2.53606 0.1 0.0 0.0
H 1.26209 1.21220 1.98316 0.1 0.0 0.2
H -3.00679 -1.94978 2.24980 -0.1 0.0 0.0
C -1.18750 -0.93003 2.00326 -0.4 -0.5 -0.2
H -3.21337 -0.18680 2.12484 0.1 0.1 0.0
C -2.58189 -0.98590 2.51934 0.1 -0.1 0.2
H -1.43499 0.71923 -3.78360 0.0 0.1 0.2
C 1.23869 0.43797 -1.87149 0.5 -0.9 0.3
H 3.32300 0.41571 -2.11412 0.0 0.0 -0.1

62
Properties=species:S:1:pos:R:3:forces:R:3 method="wB97M-V/def2-TZVPD" mol_weight_g_mol=456.4 charge=0 multiplicity=1 homo_energy_ev=-9.110 smiles="NC(N)=O.NC(N)=O.NC(N)=O.NC(N)=O.NC(N)=O.NC(N)=O.NC(N)=O.O.O" lumo_energy_ev=-0.6425 de_lowest_ev=1.160
H -0.77002 -2.72106 -3.76485 0.0 0.1 -0.1
H -5.25315 -0.71918 1.66799 0.0 0.2 -0.2
H 4.31938 0.63681 0.31569 -0.2 0.0 -0.1
H -4.15091 -0.94539 -3.56628 0.0 0.0 -0.1
H -0.89454 -6.87464 1.90964 0.2 0.3 0.3
H -0.49939 -0.49865 -2.45906 -0.7 -0.2 0.1
N -0.50670 -0.20139 -1.48776 0.1 0.0 -2.2
C 3.53280 2.34928 1.10103 -0.6 0.9 -0.5
H 0.06177 0.02470 4.36349 -0.2 -0.1 0.1
N 2.91199 2.59275 -0.10281 0.4 0.7 0.6
H -4.87402 0.37575 -0.29117 0.0 0.5 -0.6
O -3.20081 -1.02957 -3.43882 0.0 0.0 0.2
H 0.47581 3.77013 -4.12060 -0.1 -0.1 0.1
C -0.75487 -4.77907 1.88882 -0.3 -0.3 0.7
C 0.77309 -0.03383 -1.07950 0.5 1.6 2.8
N 0.88558 -0.08602 0.27709 -0.1 -0.4 0.0
O 1.71230 0.36344 -1.77579 -0.4 -0.5 -0.5
H -2.92389 -0.17648 -3.09148 0.1 0.0 -0.1
H 0.87091 2.44944 -3.02192 -0.1 0.2 0.1
N 2.35531 -0.10685 4.12171 0.1 -0.1 0.2
N -3.87841 0.42231 -0.19176 0.4 0.1 0.6
N 1.03054 2.97513 -3.86371 -0.1 0.1 -0.4
H -1.85203 -3.98512 0.32982 -0.1 0.2 -0.1
N -1.14461 -6.01533 1.45702 -0.3 -0.5 -0.5
N 0.23939 -0.79871 3.81604 -1.3 0.7 0.8
H 3.34380 -0.24023 4.03175 0.0 0.1 0.1
H -0.88644 -2.87203 1.23892 -0.2 0.0 -0.1
H 0.58677 -2.79129 -3.06869 0.1 0.1 0.0
H 2.59553 1.83442 -0.68360 -0.1 0.0 -0.2
O 3.64037 3.18285 1.98306 -0.1 -0.4 0.1
H 2.46032 3.49117 -0.14022 -0.1 -0.1 -0.2
H -0.81728 2.28641 2.91591 -0.1 0.0 -0.1
H -0.93427 2.26914 -0.52431 0.2 -0.1 -0.1
H -3.22205 0.93183 -0.75571 -0.5 0.3 -0.2
H -0.62763 3.94743 -0.75366 0.0 -0.1 0.0
C -0.58353 3.39959 1.20128 -0.6 -0.5 -0.1
C -3.35324 -0.23218 0.86260 0.1 -1.5 0.0
H 1.72377 0.17184 0.77506 0.3 -0.2 -0.3
H 1.98012 0.61015 4.71077 0.3 0.1 0.1
N -4.26082 -0.86287 1.65262 0.2 -0.3 0.6
O 0.04210 -2.22227 -3.62336 -0.1 -0.1 0.0
O -0.24283 -4.56079 2.97014 0.0 0.1 -0.6
N -0.78620 2.24333 1.91511 0.1 0.5 0.0
N 2.41653 1.28051 -4.47835 -0.7 -0.1 0.8
O 1.99719 2.92932 -5.96109 -0.5 0.3 0.5
H -1.28458 -0.38173 -0.87523 0.4 -0.5 0.3
O -2.13853 -0.41566 1.03146 -0.3 0.5 -0.1
H 4.35618 0.66615 1.99649 0.1 0.5 0.2
O -0.44869 4.51151 1.66248 0.2 -0.1 0.1
O 1.95648 -1.78335 2.64751 -0.5 0.3 0.7
H -3.89347 -1.59306 2.23897 0.0 0.2 0.1
C 1.53294 -0.99147 3.48690 1.1 -0.3 -1.6
C 1.80262 2.42523 -4.85934 1.1 0.1 -1.0
H 3.14026 0.86261 -5.02633 -0.1 0.0 -0.1
H 0.18842 -0.57980 0.80558 0.0 0.0 0.1
H 2.08465 0.90383 -3.60174 0.7 -0.6 0.0
H -1.10101 1.43162 1.41463 0.1 -0.3 0.4
N -1.09149 -3.81741 0.95986 0.5 0.5 0.3
N -0.59697 3.13857 -0.15641 0.2 0.6 -0.3
H -0.58418 -1.13763 3.35358 0.5 -0.5 -0.4
N 3.97833 1.06796 1.15907 0.5 -1.6 0.1
H -1.43867 -6.09215 0.50144 0.1 -0.2 -0.1